[1]
C7H6 | ωB97M-V/def2-TZVPD

Results
2S+1: 1
Energy relative to the best compared isomer or geometry (same formula, charge and spin): 109.6 kcal per mole
Orbital gap (spin up / spin down): 7.61 / 7.61 eV
SMILES string: C1=CCC=C2CC=12

Atoms and positions in Å:
C -1.28992 -1.15968 -0.28685
C -0.07579 -1.57616 0.07967
C -1.49997 0.18570 0.31183
C 2.08892 0.06865 0.03491
C -0.33135 1.14062 -0.13287
C 1.02071 -0.81776 0.13642
C 0.87863 0.73552 -0.21496
H -1.87477 -1.59937 -1.10321
H -2.38515 0.60009 0.08674
H -1.27181 0.18729 1.28893
H 2.61525 0.24001 0.98004
H 2.71674 -0.17092 -0.76518
H -0.59149 2.16599 -0.41547



[2]
HNO5S | ωB97M-V/def2-TZVPD

Results
2S+1: 1
Net charge: -2
Energy relative to the best compared isomer or geometry (same formula, charge and spin): 59.9 kcal per mole
Orbital gap (spin up / spin down): 5.02 / 5.02 eV
SMILES string: O=S(=O)([O-])ON[O-]

Atoms and positions in Å:
N -0.56765 0.67944 -0.57257
O -1.17073 1.43800 0.29060
O 1.61376 -0.78697 0.92596
O 2.93276 -0.52327 -1.03779
O 3.21720 1.07776 0.77415
O 0.72813 1.07132 -0.94483
S 2.20874 0.22181 0.03026
H -0.47736 -0.34598 -0.20145



[3]
C29H32IrN6O8S3 | ωB97M-V/def2-TZVPD

Results
2S+1: 1
Net charge: -1
Energy relative to the best compared isomer or geometry (same formula, charge and spin): 111.8 kcal per mole
Orbital gap (spin up / spin down): 4.83 / 5.08 eV

Atoms and positions in Å:
Ir -0.78577 -1.37973 -0.29484
C 2.55843 -3.33663 2.25546
O 2.88113 -2.13703 1.59446
C 4.11163 -1.58503 1.74836
C 5.13503 -2.13373 2.51026
C 6.38153 -1.52903 2.56886
C 6.62503 -0.37273 1.85486
C 5.60973 0.19907 1.10846
C 4.34543 -0.37253 1.05896
N 3.35313 0.25987 0.30416
C 1.98483 -0.01563 0.40906
N 1.54243 0.15097 1.67156
C 0.28333 -0.01403 2.26656
C -0.86427 -0.17563 1.46296
C -2.11647 -0.13003 2.07906
C -2.24097 -0.02923 3.45266
C -1.10537 0.02467 4.23816
C 0.16573 0.04627 3.66666
O 1.14173 0.14277 4.65836
C 2.53063 0.12407 4.47046
N 1.22993 -0.25363 -0.61514
C 1.73183 -0.31103 -1.91984
C 2.92193 -0.93593 -2.28284
C 3.37673 -0.89903 -3.59034
C 2.62403 -0.27173 -4.56294
C 1.40413 0.29797 -4.23904
C 0.93953 0.27687 -2.93154
O -0.23607 0.80457 -2.52694
C -1.09167 1.29727 -3.53074
H 1.53473 -3.55453 1.94906
H 2.60613 -3.21663 3.34356
H 3.21563 -4.15453 1.94676
H 4.97163 -3.05543 3.04536
H 7.16283 -1.97613 3.16416
H 7.59953 0.09047 1.87356
H 5.78543 1.10157 0.54096
H 3.64193 0.56277 -0.61854
H 2.28913 0.36357 2.30946
H -3.01217 -0.16473 1.47706
H -3.21787 -0.00443 3.91716
H -1.16907 0.07697 5.31606
H 2.93883 0.07507 5.48256
H 2.91123 1.04607 4.00896
H 2.88913 -0.75223 3.92236
H 3.47793 -1.49283 -1.54514
H 4.31353 -1.37433 -3.84504
H 2.96613 -0.25013 -5.58814
H 0.81043 0.72957 -5.02694
H -1.97097 1.67407 -3.01064
H -1.36817 0.50797 -4.23674
H -0.62807 2.12307 -4.08224
N -3.43037 -0.99183 -2.08204
C -3.11327 -1.83953 -3.23184
C -1.57057 -2.00193 -3.44264
O -1.18727 -2.18813 -4.58814
O -0.85027 -1.91523 -2.41884
H -3.28897 -1.76453 -0.85674
H -4.36807 -0.61393 -2.14844
H -2.76287 -0.22313 -1.98094
H -3.53377 -1.46043 -4.16964
H -3.50107 -2.84483 -3.04314
O -3.25957 -4.39473 1.13486
S -2.55617 -3.69833 0.08936
O -3.05707 -2.20493 0.11586
O -2.74247 -4.21703 -1.24144
S -0.59477 -3.65873 0.59286
C -6.71387 4.05627 0.17936
C -5.27817 4.30167 -0.17564
C -4.79157 5.57817 -0.46034
C -3.44857 5.65227 -0.80544
N -2.65297 4.60747 -0.82574
C -3.19797 3.42177 -0.50034
S -2.18227 2.06237 -0.46544
N -4.49357 3.24277 -0.20544
H -7.29247 4.97477 0.11646
H -6.77267 3.65867 1.19126
H -7.13437 3.31207 -0.49404
H -5.42187 6.45467 -0.43014
H -2.98837 6.59667 -1.08224



[4]
C6H30NO8 | ωB97M-V/def2-TZVPD

Results
2S+1: 1
Net charge: +1
Energy relative to the best compared isomer or geometry (same formula, charge and spin): 51.4 kcal per mole
Orbital gap: 9.74 eV

Atoms and positions in Å:
C -3.58578 1.34477 -1.43885
O -3.25275 2.26431 -0.42527
C -2.30948 0.88493 -2.18858
C -1.95438 -0.49440 -1.56744
C -1.55108 -0.45010 -0.10162
C -0.66188 -1.60054 0.35552
C 0.72665 -1.47261 -0.30647
N 1.45971 -0.35606 0.40379
H -4.11012 0.52768 -0.95611
H -4.34248 1.81628 -2.10822
H -2.44574 2.76503 -0.51629
H -1.48344 1.57161 -1.95200
H -2.52089 0.83358 -3.25480
H -2.86028 -1.05630 -1.82006
H -1.28405 -1.06409 -2.22573
H -1.14975 0.50604 0.22774
H -2.54630 -0.45286 0.38075
H -0.62383 -1.46237 1.45261
H -1.03788 -2.60954 0.27307
H 1.22144 -2.44740 -0.11690
H 0.66708 -1.18422 -1.34847
H 1.74224 -0.68909 1.32766
H 0.83769 0.44691 0.53600
H 2.43424 -0.17663 -0.00907
H -3.96542 1.84829 0.92151
H -4.14023 1.19472 2.48676
O -3.89670 1.89172 1.91406
H 0.87967 -0.06477 4.84746
H 1.45120 0.90035 3.92143
O 1.37039 -0.06004 4.01361
H 4.35737 -1.90823 1.88531
H 3.63456 -1.01246 2.65879
O 3.66836 -1.24410 1.71912
H 4.62501 -0.53270 -0.76136
H 3.50186 -0.37574 -1.78007
O 3.68020 -0.65182 -0.87921
H -0.33836 -4.47424 1.96395
H 0.37190 -4.48895 0.63675
O -0.38007 -4.08253 1.08484
H 4.59928 1.66022 -2.68021
H 3.86990 2.30031 -1.42756
O 4.13791 1.49792 -1.87142
H 1.04652 3.64187 -1.49546
H -0.33047 3.47827 -0.77433
O 0.48819 3.03698 -1.00524



Q: Number 1 is which compound?
A: C7H6